No. 1
{
  "formula": "C8H12NO3",
  "method": "ωB97M-V with the def2-TZVPD basis set",
  "elements": ["C", "C", "C", "C", "C", "C", "C", "C", "N", "O", "O", "O", "H", "H", "H", "H", "H", "H", "H", "H", "H", "H", "H", "H"],
  "positions_angstrom": [[2.036, 1.080, 0.998], [2.556, 2.124, 0.253], [2.337, -1.359, 0.415], [1.740, -0.006, 0.079], [-0.971, -0.456, 1.369], [-0.816, -1.548, -0.894], [-0.933, 0.915, -0.909], [-0.605, -0.359, -0.091], [2.193, 0.455, -1.227], [3.331, -1.686, -0.296], [1.983, -1.988, 1.406], [2.565, 1.779, -1.123], [2.144, 1.037, 2.017], [3.096, 3.013, 0.433], [-0.290, -1.050, 1.990], [-2.029, -0.694, 1.540], [-0.909, 0.603, 1.817], [-0.215, -2.377, -0.360], [-1.856, -1.723, -0.716], [-0.584, -1.504, -1.914], [-1.695, 0.461, -1.617], [-0.097, 1.423, -1.428], [-1.445, 1.784, -0.466], [2.939, -0.178, -1.422]],
  "spin_multiplicity": 1,
  "orbital_gap_ev": [6.49, 6.49],
  "charge": -1,
  "e_above_lowest_kcal_mol": 122.8
}

=====

No. 2
{
  "formula": "C3H6N4O",
  "method": "ωB97M-V with the def2-TZVPD basis set",
  "elements": ["C", "C", "C", "H", "H", "H", "H", "H", "H", "N", "N", "N", "N", "O"],
  "positions_angstrom": [[-2.050, -0.305, 0.725], [1.148, -1.379, 0.172], [0.851, 0.709, -0.011], [-1.957, -1.442, 0.433], [-1.752, -0.260, 1.975], [-3.185, 0.062, 0.708], [-2.152, 0.749, -1.005], [1.607, -2.445, 0.106], [0.231, 2.408, -0.441], [-1.341, 0.550, -0.313], [-0.262, 0.232, -0.787], [1.638, -0.260, 0.549], [0.986, 1.892, 0.242], [0.046, -1.266, -0.616]],
  "spin_multiplicity": 1,
  "orbital_gap_ev": 10.12,
  "charge": 0,
  "smiles": "[H]/N=c1/ncon1NC",
  "e_above_lowest_kcal_mol": 138.4
}

=====

No. 3
{
  "formula": "C34H38N6O6OsP2",
  "method": "ωB97M-V with the def2-TZVPD basis set",
  "elements": ["Os", "C", "C", "C", "C", "C", "C", "C", "C", "C", "H", "H", "H", "H", "H", "H", "H", "H", "H", "H", "H", "H", "H", "H", "H", "P", "P", "N", "N", "N", "N", "C", "C", "C", "C", "C", "C", "C", "C", "C", "C", "C", "C", "C", "C", "C", "C", "C", "C", "H", "H", "H", "H", "H", "H", "H", "H", "H", "H", "H", "H", "H", "H", "H", "H", "H", "H", "H", "H", "O", "C", "O", "C", "C", "C", "C", "C", "C", "N", "O", "O", "N", "O", "O", "H", "H", "H"],
  "positions_angstrom": [[0.777, -1.056, -0.106], [-1.712, 2.038, 2.941], [-1.898, 1.038, 2.058], [-1.751, 1.090, 0.570], [-0.601, 1.876, -0.052], [0.790, 1.335, 0.356], [1.256, 1.552, 1.689], [0.848, 2.586, 2.604], [-0.680, 3.085, 2.779], [1.460, -2.733, 0.739], [-2.316, 2.087, 3.834], [-1.987, -0.012, 2.428], [-2.696, 1.414, 0.093], [-1.604, 0.019, 0.270], [-0.658, 1.784, -1.157], [-0.707, 2.945, 0.199], [1.555, 1.525, -0.433], [2.087, 0.901, 1.963], [1.397, 3.524, 2.440], [1.199, 2.264, 3.586], [-0.675, 3.621, 3.750], [-0.882, 3.723, 1.907], [2.294, -2.421, 1.387], [1.764, -3.492, 0.008], [0.621, -3.074, 1.382], [1.821, -0.880, -1.864], [-1.996, -0.296, -2.093], [3.163, 0.167, -2.316], [2.357, -2.257, -2.921], [-2.009, 1.266, -3.042], [-3.469, -0.805, -2.955], [0.553, -0.175, -3.043], [-0.692, -1.077, -3.100], [4.383, 0.140, -1.633], [5.329, 0.781, -2.414], [4.690, 1.190, -3.622], [3.359, 0.829, -3.526], [2.578, -3.582, -2.559], [2.966, -4.311, -3.683], [2.978, -3.392, -4.789], [2.549, -2.160, -4.299], [-2.375, 2.529, -2.542], [-2.044, 3.500, -3.471], [-1.560, 2.822, -4.643], [-1.525, 1.458, -4.342], [-4.279, -0.136, -3.888], [-5.105, -1.066, -4.524], [-4.848, -2.344, -3.902], [-3.850, -2.153, -2.954], [0.924, 0.006, -4.055], [0.343, 0.818, -2.606], [-1.036, -1.214, -4.134], [-0.535, -2.082, -2.662], [4.438, -0.312, -0.643], [6.372, 0.919, -2.158], [5.123, 1.646, -4.500], [2.536, 0.995, -4.210], [2.426, -3.912, -1.549], [3.209, -5.366, -3.708], [3.279, -3.567, -5.816], [2.342, -1.227, -4.811], [-2.845, 2.619, -1.590], [-2.131, 4.554, -3.361], [-1.314, 3.229, -5.610], [-1.194, 0.627, -4.950], [-4.195, 0.922, -4.020], [-5.783, -0.848, -5.329], [-5.350, -3.261, -4.143], [-3.379, -2.841, -2.278], [-0.706, -2.524, 3.553], [-0.062, -1.448, 3.641], [0.515, -0.777, 2.728], [-0.046, -0.894, 5.052], [-0.092, 0.476, 5.308], [-0.250, 0.966, 6.628], [-0.277, 0.098, 7.717], [-0.227, -1.282, 7.469], [-0.133, -1.782, 6.148], [-0.261, -2.188, 8.591], [-0.338, -1.701, 9.742], [-0.203, -3.413, 8.367], [-0.450, 2.385, 6.883], [-0.488, 3.200, 5.932], [-0.573, 2.727, 8.084], [-0.025, 1.163, 4.467], [-0.368, 0.486, 8.725], [-0.102, -2.863, 5.988]],
  "spin_multiplicity": 5,
  "orbital_gap_ev": [5.47, 2.92],
  "s_squared": 6.049,
  "charge": 2
}

=====

No. 4
{
  "formula": "C9H14NO4P",
  "method": "ωB97M-V with the def2-TZVPD basis set",
  "elements": ["C", "C", "C", "C", "C", "C", "C", "C", "C", "N", "O", "O", "O", "O", "P", "H", "H", "H", "H", "H", "H", "H", "H", "H", "H", "H", "H", "H", "H"],
  "positions_angstrom": [[0.845, -3.023, 2.915], [-2.985, 0.701, -1.343], [0.098, -2.191, 2.242], [-1.776, 0.712, -1.802], [1.323, 2.589, 0.402], [0.625, -1.162, 1.321], [-0.834, 1.548, -1.074], [-0.301, -0.145, 0.756], [0.326, 0.708, -0.491], [1.504, 1.440, -0.064], [2.536, -0.578, -1.550], [0.269, -1.765, -1.991], [0.353, 3.381, 0.414], [0.937, 0.478, -3.183], [0.857, -0.353, -1.957], [0.311, -3.746, 3.583], [1.899, -3.234, 2.635], [-3.852, 0.150, -1.909], [-3.342, 1.359, -0.555], [-0.971, -2.267, 2.487], [-1.468, -0.028, -2.523], [2.328, 2.954, 1.071], [1.438, -0.542, 1.797], [1.055, -1.679, 0.465], [-0.357, 2.383, -1.686], [-1.296, 1.920, -0.190], [-1.187, -0.611, 0.285], [-0.902, 0.670, 1.384], [2.565, 0.332, -1.437]],
  "spin_multiplicity": 1,
  "orbital_gap_ev": 6.52,
  "charge": -2,
  "smiles": "C=CCC[C@@](CC=C)(/N=C\\[O-])[P@@](=O)([O-])O"
}

=====

Listing DFT total energy for the structures above in their given order: -592.3914; -411.9884; -2870.5992; -1048.3968 Ha.